(1)
# C23H37IN4O7P2RuS4

A molecular structure, C23H37IN4O7P2RuS4 (ωB97M-V with the def2-TZVPD basis set, the Open Molecules 2025 dataset).

Properties
- multiplicity = 6
- highest occupied orbital energy (spin up / spin down) (eV) = -9.264 / -10.892
- ΔE to the lowest compared entry with this formula, charge and spin (kcal per mole) = 7.0
- ⟨S²⟩ = 8.77
- calculated total energy (a.u.) = -4312.27593
- HOMO-LUMO gap (spin up / spin down) (eV) = 6.723 / 6.110
- total charge = +1
- LUMO (spin up / spin down) (Ha) = -0.0934 / -0.1757

Each line ends with the Löwdin spin population.
CARTESIAN COORDINATES (ANGSTROEM)
Ru1 -0.458 0.370 0.206  3.350
O1 3.205 -3.066 -2.235  0.012
C1 4.015 -2.572 -1.269  0.009
C2 5.244 -3.167 -0.996  -0.001
C3 6.036 -2.700 0.036  0.009
C4 5.619 -1.632 0.823  0.001
C5 4.403 -1.039 0.555  0.006
C6 3.590 -1.483 -0.494  0.007
C7 2.308 -0.794 -0.681  0.069
O2 1.804 -0.132 0.232  0.170
N1 1.735 -0.853 -1.946  0.366
N2 0.509 -0.389 -1.956  0.160
C8 0.029 -0.314 -3.195  0.134
S1 -1.548 0.304 -3.478  0.108
C9 -1.297 0.501 -5.263  0.011
C10 -0.409 -0.633 -5.730  0.007
S2 0.965 -0.804 -4.557  0.073
H1 3.648 -3.800 -2.675  0.000
H2 5.569 -4.011 -1.595  0.000
H3 6.988 -3.177 0.229  0.000
H4 6.241 -1.267 1.627  0.000
H5 4.055 -0.203 1.145  0.000
H6 -0.835 1.472 -5.435  0.003
H7 -2.275 0.477 -5.740  0.000
H8 0.015 -0.429 -6.712  0.000
H9 -0.953 -1.577 -5.767  0.002
C11 1.153 6.553 0.326  0.000
C12 -0.121 5.752 0.402  0.003
O3 0.172 4.524 1.118  0.007
P1 -0.840 3.316 1.084  0.024
S3 -0.102 1.869 2.239  0.143
S4 -1.196 2.630 -0.774  0.130
O4 -2.150 3.999 1.679  0.006
C13 -3.490 3.517 1.469  0.002
C14 -3.768 2.220 2.196  0.001
H10 0.962 7.498 -0.183  0.000
H11 1.918 6.009 -0.226  0.000
H12 1.530 6.769 1.325  0.000
H13 -0.494 5.496 -0.592  0.003
H14 -0.904 6.279 0.948  0.000
H15 -3.655 3.419 0.393  0.002
H16 -4.126 4.317 1.841  0.000
H17 -3.183 1.397 1.783  0.001
H18 -4.826 1.972 2.099  0.000
H19 -3.528 2.313 3.255  0.000
C15 1.865 -0.842 3.634  0.001
C16 0.421 -1.234 3.823  0.000
O5 0.019 -2.279 2.900  0.015
P2 -0.348 -1.993 1.366  0.041
O6 0.672 -2.876 0.523  0.005
C17 0.984 -4.255 0.866  0.002
C18 2.306 -4.335 1.591  0.000
O7 -1.674 -2.927 1.232  0.013
C19 -2.798 -2.582 2.080  0.001
C20 -2.973 -3.617 3.164  0.000
H20 2.132 -0.082 4.370  0.000
H21 2.029 -0.425 2.640  0.000
H22 2.522 -1.701 3.774  0.000
H23 -0.248 -0.382 3.699  -0.001
H24 0.247 -1.665 4.808  0.000
H25 1.012 -4.787 -0.084  0.000
H26 0.175 -4.667 1.470  0.000
H27 3.113 -3.912 0.992  0.000
H28 2.544 -5.379 1.800  0.000
H29 2.258 -3.798 2.537  0.000
H30 -3.672 -2.529 1.429  0.000
H31 -2.643 -1.584 2.505  0.001
H32 -3.123 -4.604 2.726  0.000
H33 -3.848 -3.375 3.768  0.000
H34 -2.098 -3.650 3.810  0.000
I1 -6.403 0.067 -2.387  0.002
C21 -4.602 -0.534 -1.598  0.003
C22 -4.044 -1.793 -1.641  0.008
N3 -2.855 -1.710 -1.025  0.006
N4 -2.610 -0.470 -0.567  0.073
C23 -3.668 0.254 -0.916  0.009
H35 -4.408 -2.719 -2.053  0.001
H36 -2.253 -2.465 -0.725  0.000
H37 -3.694 1.308 -0.697  0.001

***

(2)
# C4H13NO2S

3 unconnected molecules or ions with the total composition C4H13NO2S (ωB97M-V with the def2-TZVPD basis set, the Open Molecules 2025 dataset).

Properties
- highest occupied orbital energy (eV) = -8.889
- ΔE to the lowest compared entry with this formula, charge and spin (kcal per mole) = 69.3
- calculated total energy (a.u.) = -763.51189
- HOMO-LUMO gap (eV) = 9.410
- total charge = 0
- LUMO (Ha) = 0.0191

Each line ends with the Mulliken charge.
CARTESIAN COORDINATES (ANGSTROEM)
C1 0.059 -0.043 1.411  -0.686
N1 -0.583 -0.152 0.065  -0.302
C2 -1.567 0.894 -0.024  -0.696
O1 -2.419 0.888 -1.184  -0.551
C3 1.538 -0.413 1.265  -0.510
C4 2.230 0.402 0.210  -0.743
S1 2.208 -0.236 -1.499  -0.223
H1 -0.071 0.960 1.864  0.365
H2 -0.451 -0.693 2.076  0.385
H3 -0.026 0.181 -1.217  0.243
H4 -1.259 1.943 0.011  0.362
H5 -2.294 0.762 0.790  0.409
H6 -2.838 0.000 -1.275  0.372
H7 1.722 -1.392 0.822  0.288
H8 2.052 -0.416 2.224  0.360
H9 3.325 0.462 0.342  0.330
H10 1.783 1.404 0.179  0.349
H11 1.815 0.878 -2.096  0.175
H12 -1.395 -1.471 -0.672  0.545
H13 -1.779 -2.000 -2.108  0.294
O2 -2.050 -1.958 -1.186  -0.767

***

(3)
# C4H15N2O

2 unconnected molecules or ions with the total composition C4H15N2O (ωB97M-V with the def2-TZVPD basis set, the Open Molecules 2025 dataset).

Properties
- highest occupied orbital energy (eV) = -13.703
- ΔE to the lowest compared entry with this formula, charge and spin (kcal per mole) = 29.2
- calculated total energy (a.u.) = -345.89918
- HOMO-LUMO gap (eV) = 10.637
- total charge = +1
- LUMO (Ha) = -0.1127

Each line ends with the Mulliken charge.
CARTESIAN COORDINATES (ANGSTROEM)
N1 1.976 0.942 0.729  -0.157
C1 1.302 1.087 -0.609  -0.485
C2 -0.162 1.464 -0.385  -0.983
N2 -0.971 0.396 0.159  -0.243
C3 -1.618 -0.468 -0.830  -0.390
C4 -1.145 -1.883 -0.822  -1.228
H1 2.852 0.423 0.678  0.379
H2 1.809 1.835 1.180  0.388
H3 1.397 0.270 1.290  0.196
H4 1.352 0.163 -1.180  0.309
H5 1.899 1.846 -1.115  0.410
H6 -0.241 2.299 0.334  0.512
H7 -0.499 1.975 -1.301  0.315
H8 -1.557 0.752 0.893  0.284
H9 -2.717 -0.519 -0.707  0.359
H10 -1.648 0.057 -1.801  0.338
H11 -1.392 -2.366 0.121  0.306
H12 -0.074 -2.087 -0.975  0.258
H13 -1.585 -2.521 -1.586  0.386
H14 0.570 -1.899 2.367  0.347
H15 -0.111 -0.790 1.446  0.436
O1 0.562 -0.975 2.115  -0.736

***

(4)
# C2BrF3N2

C2BrF3N2 in the gas phase (ωB97M-V with the def2-TZVPD basis set, the Open Molecules 2025 dataset).

Properties
- highest occupied orbital energy (spin up / spin down) (eV) = -9.263 / -9.222
- ΔE to the lowest compared entry with this formula, charge and spin (kcal per mole) = 83.3
- structure (SMILES) = FC(F)=N/N=C(/F)Br
- calculated total energy (a.u.) = -3059.17512
- HOMO-LUMO gap (spin up / spin down) (eV) = 8.432 / 8.354
- total charge = 0
- LUMO (spin up / spin down) (Ha) = -0.0305 / -0.0319

Each line ends with the Mulliken charge.
CARTESIAN COORDINATES (ANGSTROEM)
F1 -1.821 -1.919 0.536  -0.223
C1 -0.994 -0.912 0.010  0.540
F2 -0.914 -1.096 -1.274  -0.156
N1 -0.449 -0.140 0.853  0.096
N2 0.224 0.883 0.840  -0.390
C2 1.551 0.909 -0.025  0.314
F3 2.330 1.983 -0.083  -0.147
Br1 2.532 -0.593 -0.518  -0.034